No. 1
A cluster of 11 separate species, C36H101N7O11 in total. Source: the Open Molecules 2025 dataset; level of theory: ωB97M-V/def2-TZVPD.

The geometry in ORCA input format:
```
! RIJCOSX wB97M-V def2-TZVPD def2/J DEFGRID3
* xyz 0 1
C 1.38 -1.71 -2.83
O 2.26 -1.74 -3.93
C 1.86 -0.78 -4.87
C 2.67 -0.93 -6.15
C 4.15 -0.61 -5.94
N 2.25 0.08 -7.12
H 1.37 -0.78 -2.25
H 1.77 -2.41 -2.08
H 0.34 -1.94 -3.05
H 0.84 -1.08 -5.14
H 1.93 0.17 -4.35
H 2.52 -1.95 -6.53
H 4.54 -1.37 -5.26
H 4.31 0.35 -5.45
H 4.76 -0.70 -6.83
H 1.24 0.10 -7.11
H 2.54 0.98 -6.77
C -0.21 -0.54 4.71
O 0.68 -1.30 5.50
C 0.98 -0.67 6.70
C 2.18 -1.43 7.35
C 2.00 -2.82 7.90
N 2.62 -0.67 8.42
H -0.32 -1.12 3.80
H 0.21 0.39 4.31
H -1.20 -0.40 5.13
H 1.18 0.39 6.52
H 0.07 -0.73 7.31
H 3.00 -1.50 6.63
H 1.60 -3.54 7.18
H 1.42 -2.86 8.82
H 2.94 -3.29 8.21
H 3.52 -0.96 8.77
H 2.84 0.29 8.16
C -2.09 -5.24 -0.33
O -1.35 -6.45 -0.37
C 0.07 -6.36 -0.26
C 0.69 -5.80 -1.59
C 0.31 -6.66 -2.81
N 2.10 -5.59 -1.57
H -3.15 -5.45 -0.36
H -1.78 -4.52 -1.09
H -1.87 -4.79 0.64
H 0.39 -5.82 0.63
H 0.51 -7.36 -0.19
H 0.20 -4.84 -1.79
H 0.75 -7.65 -2.70
H 0.73 -6.19 -3.70
H -0.76 -6.74 -2.96
H 2.47 -5.24 -2.45
H 2.60 -5.02 -0.89
C 7.01 -0.62 0.64
O 5.67 -1.02 0.30
C 5.44 -2.37 0.38
C 4.04 -2.81 0.02
C 2.98 -2.01 0.73
N 3.81 -4.19 0.41
H 7.17 -0.81 1.70
H 7.15 0.45 0.57
H 7.83 -1.07 0.07
H 6.25 -2.93 -0.09
H 5.60 -2.63 1.43
H 3.77 -2.71 -1.03
H 3.13 -1.99 1.81
H 1.99 -2.44 0.58
H 2.94 -1.00 0.34
H 4.35 -4.83 -0.15
H 4.24 -4.31 1.32
C 1.95 2.25 -1.68
O 1.51 3.14 -0.63
C 2.61 3.64 0.09
C 2.04 4.33 1.34
C 1.08 5.51 1.16
N 3.07 4.81 2.23
H 2.42 2.74 -2.53
H 1.08 1.72 -2.08
H 2.60 1.48 -1.28
H 3.20 2.82 0.50
H 3.30 4.31 -0.44
H 1.57 3.50 1.88
H 0.75 6.08 2.03
H 0.17 5.25 0.63
H 1.62 6.28 0.61
H 3.65 4.04 2.55
H 3.76 5.35 1.71
C -3.85 7.85 1.66
O -3.69 6.49 1.31
C -2.54 6.21 0.47
C -2.54 4.68 0.10
C -2.33 3.82 1.33
N -1.66 4.26 -0.98
H -2.97 8.12 2.23
H -4.71 7.98 2.32
H -3.95 8.47 0.77
H -2.57 6.70 -0.51
H -1.65 6.46 1.05
H -3.51 4.38 -0.29
H -2.27 2.79 0.98
H -3.23 3.79 1.95
H -1.43 4.15 1.86
H -0.75 4.04 -0.60
H -1.50 5.01 -1.64
C -4.42 -2.11 -0.47
O -5.52 -2.09 0.44
C -6.81 -1.80 -0.18
C -7.91 -1.69 0.85
C -8.14 -2.96 1.69
N -9.19 -1.48 0.20
H -4.20 -1.11 -0.85
H -4.58 -2.80 -1.29
H -3.52 -2.30 0.11
H -6.74 -0.87 -0.74
H -6.96 -2.56 -0.96
H -7.73 -0.92 1.61
H -8.76 -2.84 2.58
H -7.14 -3.16 2.09
H -8.32 -3.89 1.16
H -9.39 -2.25 -0.41
H -9.85 -1.79 0.91
C -4.70 2.12 -3.08
C -4.40 1.91 -1.63
O -2.99 1.94 -1.44
H -5.76 2.33 -3.21
H -4.39 1.26 -3.67
H -4.13 2.90 -3.59
H -4.82 0.96 -1.32
H -4.95 2.70 -1.10
H -2.71 2.87 -1.36
C -0.18 0.00 0.44
C -1.39 -0.65 -0.19
O -1.59 -0.28 -1.51
H 0.76 -0.21 -0.07
H 0.05 -0.30 1.46
H -0.31 1.09 0.45
H -2.29 -0.36 0.36
H -1.33 -1.74 -0.18
H -2.01 0.59 -1.60
C -1.24 2.09 -4.55
C -0.17 2.10 -5.61
O -0.50 1.02 -6.45
H -2.19 2.03 -5.07
H -1.15 2.94 -3.87
H -1.20 1.21 -3.90
H 0.81 1.91 -5.17
H -0.08 3.00 -6.22
H -1.13 1.45 -7.04
C 2.93 1.03 3.46
C 4.26 1.13 2.71
O 4.79 2.45 2.79
H 2.87 1.68 4.33
H 2.69 -0.01 3.70
H 2.09 1.31 2.82
H 4.18 0.81 1.67
H 4.96 0.51 3.27
H 5.72 2.42 2.56
*
```

Results
Orbital gap = 8.7 eV
SMILES = COC[C@H](C)N.COC[C@H](C)N.COC[C@H](C)N.COC[C@H](C)N.COC[C@H](C)N.COC[C@H](C)N.COC[C@H](C)N.CCO.CCO.CCO.CCO
Energy relative to the best compared isomer or geometry (same formula, charge and spin) = 288.3 kJ/mol
E_tot = -71916.22053 eV
Max |F| = 3.802 eV/Å

---

No. 2
A cluster of 14 separate species, C36H102N2O16 in total. Source: the Open Molecules 2025 dataset; level of theory: ωB97M-V/def2-TZVPD.

The geometry in ORCA input format:
```
! RIJCOSX wB97M-V def2-TZVPD def2/J DEFGRID3
* xyz 0 1
C -0.29 3.11 0.79
O -1.02 1.90 0.67
C -0.19 0.74 0.85
C -0.72 -0.40 0.00
N -1.73 -1.16 0.73
C -2.27 -2.37 0.11
C -1.27 -3.53 0.21
O -0.52 -3.53 -0.99
C 0.09 -4.81 -1.27
H -1.06 3.85 0.98
H 0.28 3.40 -0.10
H 0.48 3.10 1.57
H -0.22 0.50 1.92
H 0.86 0.94 0.61
H 0.08 -1.05 -0.37
H -1.15 -0.06 -0.94
H -1.39 -1.47 1.64
H -2.45 -2.07 -0.93
H -3.20 -2.66 0.60
H -1.80 -4.48 0.37
H -0.62 -3.37 1.08
H -0.67 -5.57 -1.36
H 0.89 -5.03 -0.56
H 0.56 -4.62 -2.23
C 8.51 4.97 -2.30
O 7.12 5.20 -2.16
C 6.37 4.21 -2.84
C 4.90 4.55 -2.63
N 4.51 4.26 -1.26
C 3.22 4.88 -0.90
C 2.85 4.36 0.48
O 2.70 2.95 0.45
C 3.01 2.30 1.66
H 8.80 3.94 -2.04
H 9.08 5.68 -1.70
H 8.73 5.17 -3.36
H 6.60 3.23 -2.42
H 6.64 4.07 -3.90
H 4.37 3.88 -3.33
H 4.69 5.59 -2.88
H 4.44 3.30 -0.99
H 2.48 4.65 -1.69
H 3.34 5.96 -0.96
H 1.88 4.73 0.82
H 3.70 4.74 1.05
H 2.33 2.67 2.44
H 4.05 2.43 1.96
H 2.79 1.23 1.60
C -2.63 -0.10 4.58
C -2.98 0.69 3.33
O -2.46 1.99 3.45
H -2.71 0.54 5.46
H -1.58 -0.38 4.56
H -3.38 -0.87 4.71
H -4.05 0.70 3.07
H -2.51 0.18 2.48
H -2.24 2.36 2.59
C 3.54 -6.87 -1.30
C 3.34 -8.09 -2.15
O 2.00 -8.59 -1.85
H 4.55 -6.49 -1.49
H 3.37 -7.17 -0.27
H 2.86 -6.07 -1.60
H 4.03 -8.90 -1.89
H 3.37 -7.96 -3.24
H 2.02 -9.48 -2.22
C 2.50 -2.76 3.74
C 1.75 -4.08 3.60
O 0.34 -3.80 3.59
H 3.50 -2.80 3.30
H 2.67 -2.46 4.78
H 1.97 -2.02 3.15
H 1.92 -4.73 4.47
H 2.04 -4.51 2.64
H -0.06 -4.67 3.44
C -2.99 6.99 2.06
C -3.46 5.91 1.11
O -2.86 6.24 -0.16
H -3.16 8.00 1.71
H -1.94 6.85 2.33
H -3.50 6.95 3.03
H -4.54 5.87 0.98
H -3.08 4.91 1.36
H -2.93 5.47 -0.74
C -3.39 -4.36 4.55
C -2.99 -4.64 3.09
O -2.45 -5.94 2.97
H -2.54 -4.43 5.23
H -4.16 -5.04 4.91
H -3.78 -3.34 4.61
H -2.39 -3.80 2.71
H -3.83 -4.55 2.38
H -3.22 -6.51 2.88
C 3.71 -3.08 -0.82
C 2.47 -2.34 -0.31
O 2.86 -1.12 0.33
H 4.27 -3.68 -0.11
H 4.41 -2.35 -1.24
H 3.39 -3.65 -1.70
H 1.90 -3.02 0.33
H 1.79 -2.06 -1.12
H 2.66 -0.44 -0.32
C -1.59 -0.96 -4.20
C -0.62 -2.12 -4.33
O 0.32 -2.14 -3.27
H -1.03 -0.03 -4.30
H -2.05 -0.99 -3.21
H -2.42 -1.05 -4.90
H -0.10 -2.11 -5.29
H -1.18 -3.06 -4.22
H 0.07 -2.76 -2.58
C -4.76 1.63 -0.48
C -5.25 0.66 0.57
O -6.53 0.15 0.21
H -5.47 2.44 -0.66
H -4.57 1.04 -1.39
H -3.79 2.04 -0.17
H -5.33 1.17 1.54
H -4.64 -0.21 0.85
H -6.84 -0.49 0.85
C -5.70 -2.33 -4.22
C -4.97 -1.93 -2.92
O -5.86 -2.00 -1.81
H -5.08 -2.43 -5.12
H -6.44 -1.58 -4.52
H -6.20 -3.30 -4.19
H -4.68 -0.89 -3.08
H -4.18 -2.67 -2.77
H -6.13 -1.09 -1.66
C 1.61 1.15 5.24
C 0.25 1.87 5.27
O 0.16 2.72 6.41
H 1.74 0.72 4.25
H 1.55 0.42 6.05
H 2.47 1.77 5.48
H -0.48 1.06 5.36
H 0.06 2.51 4.41
H 0.10 2.14 7.18
C 2.17 1.58 -3.83
C 2.02 0.94 -2.48
O 3.17 1.24 -1.67
H 2.85 1.06 -4.51
H 2.38 2.65 -3.76
H 1.23 1.46 -4.39
H 2.01 -0.15 -2.62
H 1.08 1.23 -2.00
H 2.89 1.91 -1.01
C -2.02 2.77 -3.46
C -1.05 3.81 -2.95
O -1.74 4.69 -2.03
H -2.55 2.31 -2.63
H -1.43 1.93 -3.86
H -2.57 3.08 -4.35
H -0.66 4.46 -3.74
H -0.19 3.33 -2.46
H -1.20 5.49 -2.07
*
```

Results
Orbital gap = 9.1 eV
E_tot = -74719.36426 eV
Max |F| = 1.977 eV/Å

---

No. 3
A cluster of 12 separate species, C36H104N16O12 in total. Source: the Open Molecules 2025 dataset; level of theory: ωB97M-V/def2-TZVPD.

The geometry in ORCA input format:
```
! RIJCOSX wB97M-V def2-TZVPD def2/J DEFGRID3
* xyz 0 1
C 2.22 -2.85 6.57
O 2.57 -1.52 6.94
C 2.56 -0.74 5.74
C 1.24 -0.26 5.26
C 1.28 0.60 3.98
N 0.58 0.52 6.30
H 2.90 -3.21 5.80
H 1.20 -3.02 6.23
H 2.33 -3.56 7.40
H 3.11 0.14 6.09
H 3.11 -1.24 4.95
H 0.46 -1.02 5.12
H 0.39 1.11 3.62
H 1.35 0.00 3.07
H 2.09 1.29 3.74
H -0.42 0.41 6.27
H 0.74 -0.08 7.10
C 3.29 -0.80 -0.05
O 3.17 0.41 -0.67
C 3.98 0.71 -1.81
C 3.68 2.12 -2.43
C 4.23 2.33 -3.82
N 4.20 3.21 -1.56
H 4.26 -1.03 0.38
H 3.03 -1.66 -0.68
H 2.60 -0.89 0.79
H 5.02 0.43 -1.67
H 3.69 0.05 -2.63
H 2.61 2.31 -2.48
H 3.77 1.55 -4.42
H 5.32 2.25 -3.80
H 3.94 3.32 -4.19
H 3.67 3.33 -0.71
H 4.05 4.11 -1.99
C 3.34 -5.12 0.19
O 2.63 -4.62 1.33
C 1.35 -4.09 0.90
C 0.59 -3.89 2.22
C 0.07 -5.19 2.75
N -0.65 -3.10 2.16
H 3.67 -4.21 -0.31
H 2.80 -5.76 -0.51
H 4.21 -5.72 0.42
H 1.47 -3.18 0.31
H 0.75 -4.77 0.31
H 1.15 -3.35 2.98
H -0.63 -5.70 2.09
H -0.45 -5.02 3.69
H 0.94 -5.84 2.89
H -1.25 -3.40 1.40
H -0.41 -2.14 1.93
C -3.49 -1.72 -4.56
O -2.55 -1.21 -5.36
C -1.68 -0.33 -4.77
C -0.68 0.13 -5.82
C 0.60 0.81 -5.24
N -1.43 0.94 -6.87
H -4.18 -1.04 -4.06
H -3.20 -2.47 -3.83
H -4.36 -2.16 -5.05
H -2.10 0.67 -4.64
H -1.18 -0.65 -3.86
H -0.28 -0.69 -6.41
H 0.97 1.56 -5.94
H 1.33 0.12 -4.82
H 0.29 1.55 -4.50
H -1.90 1.54 -6.21
H -2.08 0.25 -7.22
C -5.12 -0.90 -0.13
O -4.61 0.41 0.11
C -4.53 0.75 1.47
C -4.03 2.21 1.64
C -3.74 2.42 3.11
N -5.16 2.98 1.18
H -4.78 -1.21 -1.12
H -6.18 -1.00 0.08
H -4.54 -1.61 0.48
H -5.47 0.70 2.03
H -3.86 0.00 1.90
H -3.20 2.36 0.95
H -3.15 1.63 3.57
H -4.72 2.53 3.57
H -3.10 3.30 3.26
H -5.16 2.67 0.22
H -6.01 2.59 1.55
C 8.00 1.89 5.98
O 7.85 2.40 4.60
C 6.73 3.21 4.38
C 5.47 2.39 4.42
C 5.45 1.43 3.20
N 4.42 3.25 4.24
H 7.05 1.50 6.34
H 8.11 2.72 6.68
H 8.88 1.27 6.14
H 6.85 3.96 5.16
H 6.81 3.75 3.44
H 5.31 1.94 5.40
H 5.79 1.85 2.25
H 4.55 0.82 3.16
H 6.22 0.68 3.34
H 3.70 2.66 3.84
H 4.60 4.00 3.59
C 5.95 -5.08 -3.92
O 4.78 -4.33 -4.19
C 3.84 -4.19 -3.11
C 2.51 -3.73 -3.71
C 1.34 -3.71 -2.72
N 2.00 -4.51 -4.88
H 6.73 -5.21 -4.68
H 5.61 -6.09 -3.70
H 6.47 -4.81 -3.01
H 3.68 -5.19 -2.71
H 4.21 -3.50 -2.35
H 2.55 -2.68 -4.00
H 1.05 -4.71 -2.40
H 0.53 -3.16 -3.20
H 1.59 -3.13 -1.83
H 2.91 -4.69 -5.29
H 1.46 -5.30 -4.56
C -11.83 -1.97 -2.95
O -10.75 -1.36 -3.67
C -9.53 -1.52 -3.00
C -8.52 -0.51 -3.42
C -7.11 -1.25 -3.20
N -8.61 0.67 -2.49
H -12.14 -1.26 -2.18
H -11.60 -2.91 -2.46
H -12.82 -2.05 -3.40
H -9.73 -1.55 -1.93
H -9.26 -2.51 -3.37
H -8.70 -0.22 -4.45
H -6.99 -1.83 -2.28
H -6.31 -0.51 -3.21
H -6.80 -1.86 -4.05
H -7.99 1.41 -2.79
H -9.57 0.98 -2.45
N -1.75 0.18 -0.57
C -0.50 -0.02 -0.16
N 0.34 1.03 0.16
O -0.10 -1.16 0.00
H -2.27 -0.67 -0.72
H -2.08 1.13 -0.62
H -0.03 1.94 -0.03
H 1.33 0.93 0.04
N 1.36 3.93 4.50
C 0.26 4.36 5.04
N -0.28 3.57 5.89
O -0.20 5.42 4.70
H 1.96 3.24 4.94
H 1.80 4.52 3.81
H -1.12 3.91 6.33
H 0.15 2.66 6.02
N 0.72 4.60 0.19
C 1.48 5.02 -0.76
N 0.93 4.91 -1.99
O 2.54 5.58 -0.63
H -0.27 4.47 0.05
H 1.13 4.86 1.08
H 1.43 5.14 -2.83
H 0.00 4.53 -1.87
N -3.38 4.02 -1.98
C -2.26 3.39 -1.93
N -1.83 3.06 -3.10
O -1.64 3.23 -0.91
H -3.92 4.05 -2.83
H -3.69 4.50 -1.15
H -0.95 2.59 -3.24
H -2.36 3.29 -3.93
*
```

Results
Orbital gap = 8.7 eV
SMILES = COC[C@H](C)N.COC[C@H](C)N.COC[C@H](C)N.COC[C@H](C)N.COC[C@H](C)N.COC[C@H](C)N.COC[C@H](C)N.COC[C@H](C)N.NC(N)=O.NC(N)=O.NC(N)=O.NC(N)=O
Energy relative to the best compared isomer or geometry (same formula, charge and spin) = 573.0 kJ/mol
E_tot = -87424.52151 eV
Max |F| = 5.256 eV/Å